ORCA calculation (ωB97M-V/def2-TZVPD) on a 2-piece molecular cluster, C3N2O overall at a distorted geometry.

Last column: natural (NBO) charge in e.
Geometry (Å):
O -1.716 0.720 -1.280  -0.323
C -0.783 0.180 -0.886  0.694
C 0.260 -0.739 -1.034  0.008
N 1.151 -1.148 -0.391  -0.144
C 0.513 0.204 1.286  0.169
N 0.575 0.783 2.306  -0.405

Atomic forces in eV per Å
O 0.3530 -0.1523 0.2434
C -1.0851 0.1642 -1.4378
C -1.4137 0.6689 -1.0026
N 1.1717 -0.2316 1.4937
C 1.2786 0.0026 1.8740
N -0.3045 -0.4518 -1.1706

The LUMO energy (alpha / beta) is -2.361 / -3.603 eV. Its total energy is -298.82106 hartree. The energy above the lowest of the compared OMol25 structures with the same formula, charge and spin comes out at 122.74 kcal per mole. The orbital gap (alpha / beta) is 9.1 / 6.1 eV. The calculation puts the HOMO energy (alpha / beta) at -11.42 / -9.66 eV.



ORCA calculation (ωB97M-V/def2-TZVPD) on C34H56BrN9PS3Tc as an isolated structure at a distorted geometry.

Last column: Löwdin spin population.
Geometry (Å):
Tc -0.338 0.765 0.495  0.805
S -1.922 2.029 1.857  0.028
C -1.209 3.486 1.280  0.001
S 0.093 3.160 0.205  -0.020
C -1.673 4.738 1.615  0.005
C -2.799 4.863 2.445  0.001
N -3.729 4.935 3.114  0.002
C -1.085 5.909 1.112  0.000
N -0.616 6.862 0.679  0.003
C 7.060 0.982 0.201  0.000
C 6.648 0.983 1.670  0.000
C 5.420 1.855 1.953  0.000
C 4.198 1.494 1.103  0.000
N 3.839 0.100 1.250  -0.001
C 2.770 -0.386 1.891  0.000
S 1.506 0.625 2.381  0.009
N 2.751 -1.711 2.108  -0.001
C 1.855 -2.408 3.006  0.001
C 2.379 -2.490 4.445  0.000
C 3.524 -3.480 4.664  0.000
C 4.848 -3.061 4.028  0.000
H 8.001 0.452 0.079  0.000
H 7.195 2.001 -0.152  0.000
H 6.320 0.497 -0.434  0.000
H 7.474 1.370 2.267  0.000
H 6.475 -0.043 2.008  0.000
H 5.666 2.899 1.749  0.000
H 5.159 1.776 3.012  0.000
H 4.409 1.686 0.048  0.000
H 3.345 2.103 1.403  0.000
H 4.598 -0.538 1.044  0.000
H 3.593 -2.224 1.879  0.000
H 1.693 -3.413 2.607  0.000
H 0.907 -1.869 3.009  0.000
H 1.538 -2.791 5.073  0.000
H 2.690 -1.492 4.765  0.000
H 3.236 -4.464 4.289  0.000
H 3.676 -3.572 5.741  0.000
H 4.865 -3.263 2.958  0.000
H 5.665 -3.624 4.471  0.000
H 5.038 -2.003 4.197  0.000
N -2.646 -1.637 4.708  0.000
C -2.142 -1.860 3.484  0.000
C -1.491 -0.827 2.777  0.002
N -1.038 -0.991 1.540  -0.005
C -1.145 -2.229 1.028  -0.001
C -1.740 -3.250 1.750  -0.001
N -2.261 -3.079 2.950  0.001
H -2.716 -0.700 5.067  0.000
H -3.199 -2.357 5.139  0.000
H -1.380 0.135 3.256  0.000
H -0.758 -2.389 0.037  0.000
H -1.828 -4.241 1.332  0.000
Br 4.267 -0.593 -4.369  0.001
C 3.105 -0.249 -2.913  0.004
C 2.528 -1.290 -2.189  -0.001
C 1.657 -0.984 -1.165  0.003
N 1.308 0.269 -0.829  0.002
C 1.908 1.259 -1.509  0.003
C 2.803 1.056 -2.535  -0.001
H 2.745 -2.318 -2.435  0.000
H 1.223 -1.780 -0.576  0.000
H 1.670 2.275 -1.230  0.000
H 3.234 1.902 -3.045  0.000
C -1.380 -2.071 -2.686  0.001
C -2.808 -1.528 -2.578  -0.005
C -3.553 -1.760 -3.886  -0.001
C -3.527 -2.294 -1.466  0.001
P -2.703 0.317 -2.022  0.032
N -1.576 0.383 -0.921  0.097
C -4.382 0.906 -1.276  0.015
C -4.297 2.423 -1.123  0.002
C -4.524 0.322 0.131  0.002
C -5.599 0.553 -2.124  0.002
C -2.168 1.445 -3.484  0.007
C -3.238 1.698 -4.540  0.001
C -1.664 2.770 -2.909  0.000
C -0.969 0.761 -4.140  0.002
H -1.372 -3.138 -2.469  0.000
H -0.738 -1.561 -1.972  0.000
H -0.965 -1.942 -3.679  0.000
H -3.639 -2.836 -4.046  0.000
H -3.026 -1.343 -4.740  0.000
H -4.556 -1.347 -3.858  0.000
H -3.366 -3.364 -1.596  0.000
H -4.599 -2.126 -1.499  0.000
H -3.147 -2.007 -0.489  0.000
H -3.408 2.695 -0.560  0.001
H -5.168 2.770 -0.569  0.000
H -4.300 2.935 -2.079  0.000
H -3.562 0.330 0.640  0.000
H -4.918 -0.688 0.132  0.000
H -5.212 0.937 0.708  0.000
H -5.496 0.893 -3.150  0.000
H -6.469 1.049 -1.695  0.001
H -5.804 -0.514 -2.123  0.000
H -4.061 2.295 -4.156  0.000
H -3.636 0.777 -4.954  0.000
H -2.779 2.256 -5.356  0.000
H -2.463 3.461 -2.668  0.000
H -1.030 3.264 -3.644  0.000
H -1.067 2.591 -2.016  0.000
H -1.269 -0.101 -4.726  0.000
H -0.242 0.463 -3.386  0.001
H -0.484 1.465 -4.814  0.000

Atomic forces in eV per Å
Tc -2.9535 1.5251 -2.2369
S 0.5238 -0.4711 0.0235
C -0.6558 0.7967 0.2397
S 0.5057 -0.9774 0.1772
C 0.5257 -1.2916 -0.3798
C -0.4464 -0.0119 0.3884
N -0.3346 0.0091 0.2410
C 0.2893 0.3702 -0.3068
N 0.2314 0.3467 -0.1573
C 0.0523 -0.0715 0.2795
C -0.0698 0.2324 -0.0885
C -0.0434 -0.2906 -0.0837
C 0.1573 0.6803 0.0406
N -0.0564 -0.4310 0.1317
C 0.5594 -0.5602 -0.5591
S -0.9710 0.7205 0.4725
N 0.4073 0.1985 -0.3886
C -0.3935 -0.0657 0.5739
C 0.0136 -0.2518 -0.2256
C -0.0502 0.2597 0.0081
C -0.1084 -0.1455 0.1566
H 0.0733 -0.0373 -0.1106
H 0.0218 0.1120 -0.1260
H -0.0629 -0.0398 -0.1371
H 0.0044 -0.1101 0.0577
H 0.0470 -0.0072 0.0891
H -0.0264 0.0292 0.0257
H -0.0565 0.0743 -0.0119
H -0.0716 0.0126 0.0346
H 0.0296 -0.0862 -0.1324
H -0.1016 -0.1095 0.0594
H -0.0499 0.1687 -0.0062
H -0.0401 0.0703 -0.0140
H 0.0947 -0.1329 -0.1076
H -0.0406 0.0660 0.0245
H -0.0828 0.0605 0.0392
H -0.0412 -0.0715 0.0980
H -0.0195 -0.0871 -0.0193
H 0.1182 -0.0146 -0.1212
H 0.1460 -0.0331 -0.0625
H 0.0788 0.1342 -0.0236
N -0.1058 0.1092 0.3924
C 0.2216 -0.2467 -0.6825
C -0.1423 0.0139 0.1748
N -0.0386 -0.7979 0.8153
C 0.1178 -0.0521 -0.0822
C 0.1072 0.2493 -0.2809
N -0.0830 0.1751 0.4973
H -0.0194 -0.0585 0.0085
H 0.0075 -0.0120 -0.0089
H 0.0863 0.0250 -0.1279
H -0.0457 -0.0310 -0.1360
H 0.0613 -0.1204 -0.1568
Br -0.2968 0.0690 0.4160
C -0.0702 0.0729 0.1213
C 0.2442 0.1602 -0.3202
C -0.0521 0.1730 0.1455
N 0.5926 -0.3774 -0.5321
C -0.0942 -0.0163 0.1514
C 0.2344 -0.4404 -0.3421
H 0.0021 -0.1006 0.0269
H -0.0852 0.0044 0.0186
H -0.0332 -0.0603 -0.0227
H 0.0476 0.0837 -0.0489
C 0.1032 0.1502 0.0435
C 0.0226 0.4205 0.1547
C 0.0110 0.1912 -0.0123
C -0.0366 0.1693 0.1012
P -1.3141 -0.1299 -0.9824
N 2.9250 0.8851 2.8324
C 0.4229 -0.2095 -0.2260
C 0.1628 0.0213 -0.0661
C 0.1922 -0.1964 0.0554
C 0.1276 -0.0753 -0.0554
C -0.0457 -0.2249 0.3780
C -0.0905 -0.1161 0.1589
C 0.0318 -0.0947 0.1791
C -0.0386 -0.1133 0.0859
H -0.0528 -0.1276 0.0204
H 0.1426 -0.1143 -0.0252
H 0.0859 0.0752 -0.0917
H -0.0077 -0.0771 -0.0111
H 0.0221 0.0273 -0.1014
H -0.1476 0.0173 -0.0593
H 0.0470 -0.0568 -0.0795
H -0.0964 0.0436 0.1006
H -0.0921 -0.0772 0.0976
H 0.0662 0.1908 0.0488
H -0.0591 -0.0254 0.0851
H 0.0026 0.0688 -0.0832
H -0.0868 -0.0274 0.1043
H -0.0350 -0.1486 -0.0467
H -0.0425 0.1064 0.0108
H -0.0655 0.0303 -0.1424
H -0.0649 0.0453 0.0323
H -0.0322 -0.0992 -0.0551
H -0.0830 0.0542 0.0099
H -0.0906 -0.0773 -0.0837
H 0.0270 0.0673 -0.0634
H -0.0427 0.0504 0.0946
H 0.0570 -0.0077 -0.1380
H -0.0074 0.1592 -0.0436
H 0.0565 -0.1567 -0.0534
H 0.1618 -0.1030 0.0087
H 0.0043 0.0934 -0.0710

The multiplicity is 2. The LUMO energy (alpha / beta) is -4.132 / -3.735 eV. Its total energy is -6012.54467 hartree. The energy above the lowest of the compared OMol25 structures with the same formula, charge and spin comes out at 7.24 kcal per mole. The orbital gap (alpha / beta) is 5.9 / 6.3 eV. The calculation puts the HOMO energy (alpha / beta) at -10.02 / -10.08 eV. Its charge is +1.



Question: Among the records above, which one has the highest total energy?
Answer: C3N2O